{"formula": "C25H30F5N5O15", "method": "the ωB97M-V functional and the def2-TZVPD basis", "elements": ["O", "C", "O", "C", "C", "F", "O", "H", "H", "H", "O", "C", "O", "C", "C", "F", "O", "H", "H", "H", "O", "C", "O", "C", "C", "F", "O", "H", "H", "H", "O", "C", "O", "C", "C", "F", "O", "H", "H", "H", "O", "C", "O", "C", "C", "F", "O", "H", "H", "H", "C", "C", "N", "H", "H", "H", "C", "C", "N", "H", "H", "H", "C", "C", "N", "H", "H", "H", "C", "C", "N", "H", "H", "H", "C", "C", "N", "H", "H", "H"], "positions_angstrom": [[-5.213696, 1.320780, -5.441934], [-4.192771, 1.795544, -5.093756], [-3.972962, 3.108767, -4.853135], [-2.570021, 3.285316, -4.618677], [-2.155972, 1.896737, -4.185541], [-2.415782, 1.726455, -2.845133], [-3.021568, 1.090681, -4.909587], [-2.087762, 3.585107, -5.552373], [-2.417708, 4.077564, -3.890723], [-1.104950, 1.668296, -4.340018], [4.308329, -1.903964, 0.227735], [3.598985, -1.851687, 1.178806], [2.424442, -1.196130, 1.196809], [1.934961, -1.147196, 2.535859], [2.862894, -2.107946, 3.289559], [2.234690, -3.287355, 3.596398], [3.883734, -2.394693, 2.383264], [2.082401, -0.130411, 2.900192], [0.905397, -1.469551, 2.662948], [3.234555, -1.684847, 4.219693], [0.611032, 2.080274, 2.494428], [-0.301848, 2.683666, 2.951814], [-0.271242, 3.391173, 4.098322], [-1.598204, 3.807111, 4.420251], [-2.340312, 3.634437, 3.102127], [-2.335718, 4.832895, 2.424404], [-1.538632, 2.735573, 2.396371], [-2.019605, 3.171734, 5.203285], [-1.583762, 4.831433, 4.778116], [-3.361914, 3.275068, 3.148036], [-2.240910, -5.558715, -3.427285], [-2.059523, -5.609022, -2.265978], [-2.656374, -4.810273, -1.348345], [-2.113792, -5.066534, -0.066269], [-1.257667, -6.324776, -0.262234], [-1.864136, -7.433582, 0.253127], [-1.175645, -6.451178, -1.653144], [-1.468223, -4.234805, 0.226142], [-2.847704, -5.255030, 0.714459], [-0.250115, -6.261117, 0.142307], [3.814317, 2.481467, -3.458532], [3.664767, 1.329864, -3.212381], [2.550110, 0.792277, -2.692647], [2.810574, -0.560453, -2.333903], [4.114315, -0.879226, -3.038204], [3.903660, -1.613454, -4.174191], [4.618049, 0.376167, -3.394854], [2.854408, -0.719770, -1.261274], [2.022833, -1.232563, -2.686640], [4.815792, -1.422588, -2.409601], [-1.909496, -1.713388, 4.071979], [-3.207811, -1.848699, 4.702521], [-4.233363, -1.958707, 5.206004], [-1.701744, -0.673227, 3.814030], [-1.812438, -2.289243, 3.153688], [-1.124453, -2.015619, 4.767466], [-0.138698, 0.615902, -0.401768], [-0.567987, -0.676794, 0.125965], [-0.897194, -1.652083, 0.632719], [0.935943, 0.686586, -0.230725], [-0.663428, 1.389670, 0.153182], [-0.386304, 0.674226, -1.458860], [5.980664, 2.398354, -0.284264], [4.647746, 1.897733, -0.012451], [3.598366, 1.473820, 0.178479], [6.708344, 1.588288, -0.220935], [6.259741, 3.212906, 0.373966], [6.020570, 2.711286, -1.331662], [1.810812, 4.235871, -0.769416], [0.368143, 4.090841, -0.644851], [-0.769740, 3.971009, -0.550447], [2.224734, 3.347956, -1.246106], [2.293795, 4.334686, 0.199210], [2.034081, 5.095915, -1.398850], [-4.270325, -2.351028, 0.595050], [-4.635061, -0.952868, 0.773633], [-4.932737, 0.146894, 0.907494], [-3.886037, -2.712003, 1.554048], [-3.419006, -2.477760, -0.070800], [-5.138838, -2.922042, 0.283611]], "atomic_forces_ev_per_a": [[-0.1, -0.1, 0.0], [0.1, 0.3, -0.2], [0.2, -0.2, -0.1], [-0.2, 0.4, -0.1], [0.2, 0.7, 0.2], [0.1, -0.1, 0.1], [-0.1, -0.2, 0.1], [0.0, -0.2, 0.0], [-0.1, -0.2, 0.2], [-0.1, -0.3, -0.3], [0.2, -0.3, -0.1], [-0.2, 0.5, -0.4], [-0.3, -0.5, 0.2], [0.7, 0.0, 0.6], [-0.5, 0.1, -0.1], [-0.1, 0.0, 0.0], [0.2, 0.2, 0.2], [-0.2, 0.0, 0.0], [-0.1, 0.1, -0.5], [0.3, -0.2, 0.0], [0.2, -0.2, -0.1], [-0.2, 0.2, 0.2], [0.0, -0.2, 0.0], [-0.3, -0.1, 0.2], [0.2, 0.7, -0.1], [-0.1, -0.2, 0.1], [0.0, -0.3, 0.0], [0.1, -0.1, -0.1], [0.0, 0.1, -0.2], [0.0, -0.1, 0.0], [-0.1, -0.1, -0.4], [0.1, 0.2, 0.4], [-0.3, -0.2, 0.1], [1.0, -0.3, 0.5], [0.0, 0.4, -0.3], [-0.1, -0.1, 0.1], [0.0, 0.0, 0.1], [-0.2, 0.1, 0.0], [-0.4, 0.1, -0.3], [0.0, -0.1, 0.1], [0.1, 0.1, 0.0], [-0.1, 0.0, 0.1], [-0.1, 0.0, 0.1], [-0.5, -0.9, -0.1], [-0.1, -0.2, 0.4], [0.0, 0.1, -0.1], [0.1, 0.1, 0.1], [0.3, 0.5, 0.1], [0.0, 0.3, -0.3], [0.2, 0.1, -0.1], [0.7, 0.3, 0.0], [-0.2, -0.1, 0.0], [0.1, 0.0, 0.0], [-0.2, 0.0, 0.0], [-0.2, -0.1, 0.0], [-0.1, -0.2, 0.0], [-0.1, -0.5, 0.1], [0.0, 0.3, 0.1], [-0.1, -0.4, 0.0], [0.0, 0.2, -0.1], [0.1, 0.1, -0.1], [0.0, 0.1, 0.0], [0.4, -0.2, -0.7], [-0.1, -0.1, 0.1], [0.0, 0.0, 0.0], [-0.1, 0.0, 0.3], [0.0, 0.1, 0.1], [-0.1, 0.3, 0.1], [0.2, -0.1, -0.3], [0.0, 0.0, 0.2], [0.0, 0.0, -0.1], [0.0, 0.0, -0.1], [-0.1, 0.1, 0.1], [0.0, 0.0, 0.1], [0.5, 0.0, 0.6], [0.1, 0.1, -0.3], [0.0, 0.1, 0.1], [-0.4, -0.1, 0.0], [-0.3, 0.2, -0.4], [0.1, -0.1, -0.1]], "smiles": "O=C1OC[C@@H](F)O1.O=C1OC[C@@H](F)O1.O=C1OC[C@@H](F)O1.O=C1OC[C@@H](F)O1.O=C1OC[C@@H](F)O1.CC#N.CC#N.CC#N.CC#N.CC#N", "relative_energy_kcal_mol": 0.0, "homo_ev": -11.3, "total_energy_ev": -78162.2793}